Entry 1:
Below is a 2-piece molecular cluster, C3H4BrNO overall in a non-equilibrium geometry, with properties calculated with ωB97M-V/def2-TZVPD.

E_LUMO (spin up / spin down), Eh: -0.003 / -0.003
Max |F|, eV/Å: 3.63
Relative energy (zero: lowest compared OMol25 entry of this formula, charge and spin), kcal/mol: 70.1
Gap between HOMO and LUMO (spin up / spin down), eV: 8.2 / 8.2
2S+1: 1
HOMO energy (spin up / spin down), eV: -8.3 / -8.3

Last column: Mulliken charge in e.
Element x y z (Å)
Br (2.1594, -0.5433, -0.3929)  -0.30
O (-1.9936, -0.6646, 1.2511)  -0.33
N (-0.6056, -2.0295, -0.0971)  -0.17
C (0.9198, 0.4656, 0.6729)  -0.07
C (1.1592, 1.6943, 1.0546)  -0.62
C (-1.0993, -1.0898, 0.6200)  0.58
H (-1.0871, -2.9120, -0.2290)  0.25
H (2.0857, 2.2222, 0.8456)  0.26
H (0.3546, -1.9231, -0.4554)  0.15
H (0.4196, 2.2435, 1.6158)  0.25

---

Entry 2:
Below is C30H24MnN10OSe2 as an isolated structure in a non-equilibrium geometry, with properties calculated with ωB97M-V/def2-TZVPD.

E_LUMO (spin up / spin down), Eh: -0.475 / -0.490
Net charge: +4
Max |F|, eV/Å: 1.04
Gap between HOMO and LUMO (spin up / spin down), eV: 5.7 / 6.0
2S+1: 2
HOMO energy (spin up / spin down), eV: -18.6 / -19.3

Last column: Mulliken charge in e.
Element x y z (Å)
Se (1.2796, -0.9955, -2.8685)  0.06
Se (1.4022, -2.9608, -1.6020)  0.12
Mn (0.0512, -0.2326, -0.0907)  -0.17
O (-4.8208, 2.5805, 3.1878)  -0.22
N (1.8843, 0.2349, -0.4654)  0.32
N (-0.1779, -0.4188, 1.8203)  0.35
N (-0.6204, -0.2540, 3.9366)  0.86
N (-2.1644, 3.0187, -1.1435)  0.85
N (-0.9948, 1.2312, -0.7852)  0.31
N (-0.9823, -1.8134, -0.6234)  0.72
N (-6.9848, 3.0283, 3.3143)  -0.32
N (-2.4832, 2.1745, -2.1484)  -0.82
N (-0.6205, -1.5790, 3.6731)  -0.81
N (-6.6700, 2.3244, 4.3767)  -0.33
C (-2.5868, -4.0304, -1.0379)  -0.39
C (-1.2326, -4.0691, -1.3495)  -0.71
C (2.6036, 0.9257, 0.4463)  -0.06
C (4.3387, 1.2889, -1.1492)  -0.19
C (-0.8902, 0.2214, 5.3126)  -1.21
C (-2.7918, 4.3575, -1.0839)  -1.21
C (-1.2881, 2.4633, -0.3296)  -0.09
C (2.3861, 0.0404, -1.6937)  0.56
C (-2.3690, 0.3286, 5.6180)  0.90
C (-4.2666, -0.1807, 7.0563)  -0.87
C (-4.5438, 1.2668, 5.1615)  -0.27
C (-0.3650, 0.4364, 2.8439)  -0.37
C (-5.8664, 3.1820, 2.5837)  0.96
C (3.8303, 1.4703, 0.1317)  -0.86
C (-4.1851, 4.3212, -0.4934)  0.93
C (-2.3045, -1.7706, -0.3421)  -0.18
C (-5.2752, 4.8655, -1.1898)  -0.67
C (-0.4584, -2.9453, -1.1330)  0.25
C (-0.3526, -1.6617, 2.4072)  -0.69
C (3.6040, 0.5515, -2.0780)  -0.72
C (-5.3572, 2.0443, 4.3030)  0.95
C (-5.6815, 3.7997, 1.3248)  -0.30
C (-2.9239, -0.3340, 6.7235)  -0.68
C (-5.0897, 0.6157, 6.2832)  -0.92
C (-4.3906, 3.8024, 0.7601)  0.13
C (-6.7670, 4.3645, 0.6291)  -0.95
C (-6.5479, 4.8965, -0.6272)  -0.84
C (-3.1769, 1.1298, 4.8501)  0.11
C (-1.7717, 1.1135, -1.9246)  -0.63
C (-3.1314, -2.8538, -0.5346)  -0.89
H (-0.2824, 1.5110, 2.8119)  0.53
H (-0.3974, -0.4872, 5.9741)  0.48
H (-7.7520, 4.3699, 1.0784)  0.59
H (-1.7694, 0.2510, -2.5714)  0.54
H (-0.2537, -2.6011, 1.8880)  0.57
H (-2.7761, 1.6792, 4.0069)  0.63
H (-0.7842, -4.9535, -1.7832)  0.52
H (-2.8041, 4.7298, -2.1057)  0.47
H (-3.5672, 3.3983, 1.3367)  0.62
H (3.9826, 0.3621, -3.0740)  0.50
H (4.3847, 2.0124, 0.8853)  0.48
H (5.3061, 1.6942, -1.4193)  0.48
H (-5.1266, 5.2812, -2.1796)  0.46
H (-0.8501, 2.9605, 0.5209)  0.50
H (-0.3927, 1.1860, 5.4159)  0.31
H (-2.2970, -0.9668, 7.3407)  0.47
H (-2.1264, 4.9921, -0.4981)  0.30
H (2.1861, 1.0156, 1.4408)  0.47
H (-7.3677, 5.3347, -1.1797)  0.46
H (-4.1834, -2.7753, -0.2990)  0.49
H (-3.2110, -4.8983, -1.2111)  0.47
H (-2.6894, -0.8400, 0.0581)  0.54
H (-6.1382, 0.7400, 6.5224)  0.59
H (-4.6656, -0.6908, 7.9223)  0.46

---

Entry 3:
Below is C2H20B4Be3Cl4 as an isolated structure in a non-equilibrium geometry, with properties calculated with ωB97M-V/def2-TZVPD.

E_LUMO (spin up / spin down), Eh: -0.267 / -0.272
Net charge: +1
Max |F|, eV/Å: 5.39
Gap between HOMO and LUMO (spin up / spin down), eV: 4.0 / 5.5
2S+1: 2
HOMO energy (spin up / spin down), eV: -11.3 / -12.9

Last column: Mulliken charge in e.
Element x y z (Å)
Cl (-2.7575, -4.1479, -0.5189)  -0.18
Cl (-2.5313, -4.1174, 2.3863)  -0.14
Cl (2.4126, -1.1124, 2.9058)  -0.14
Cl (1.9883, -2.1291, 0.1071)  -0.12
C (-1.6081, -4.1424, 0.9098)  0.26
C (3.1982, -1.7019, 1.4602)  -0.37
B (-1.3897, 2.9530, 0.7752)  0.14
B (-0.6734, -0.1963, 0.4262)  1.65
B (-1.1691, 0.8734, -2.7860)  0.01
B (2.1157, 1.6179, -0.4857)  0.76
Be (1.1044, -0.2257, -2.1615)  0.74
Be (-2.5901, 1.5266, -0.9039)  0.80
Be (0.7471, 1.9339, 1.6032)  0.65
H (-2.0015, 1.5005, -3.0654)  -0.08
H (-0.6981, 2.6856, -0.0087)  -0.12
H (2.6388, 1.3560, -1.3924)  -0.14
H (-0.4918, -1.1238, -0.0944)  -0.25
H (-1.0041, -5.0495, 0.9324)  0.31
H (4.0758, -1.1246, 1.1692)  0.33
H (-2.2484, 3.5101, 0.4336)  -0.09
H (-0.5722, 1.4967, -2.1383)  -0.10
H (-0.4424, 0.6193, -0.2413)  -0.98
H (2.7992, 2.1301, 0.1736)  -0.17
H (1.2594, 2.2392, -0.6978)  -0.13
H (-1.5353, 0.0125, -2.2484)  -0.13
H (1.7431, 0.7036, -0.0505)  -0.64
H (-0.0058, -0.1499, 1.2726)  -0.40
H (-1.7321, -0.1962, 0.6342)  -0.29
H (-0.8190, 3.5561, 1.4642)  -0.08
H (3.6365, -2.6632, 1.7281)  0.35
H (-1.7807, 2.0524, 1.2228)  -0.14
H (-0.6151, 0.5211, -3.6423)  -0.07
H (-1.0532, -3.2076, 0.8310)  -0.21

---

Entry 4:
Below is one molecule with the formula C3H6N2OS in a non-equilibrium geometry, with properties calculated with ωB97M-V/def2-TZVPD.

E_LUMO, Eh: 0.018
Max |F|, eV/Å: 7.88
Relative energy (zero: lowest compared OMol25 entry of this formula, charge and spin), kcal/mol: 91.7
Gap between HOMO and LUMO, eV: 8.9
SMILES: CC(=S)O/N=C/N
2S+1: 1
HOMO energy, eV: -8.4

Last column: Mulliken charge in e.
Element x y z (Å)
S (3.3961, -0.9844, 0.0687)  -0.29
O (0.7561, -0.9875, 0.0294)  -0.13
N (-0.3820, -0.1993, 0.2592)  -0.46
N (-2.6573, -0.4619, 0.0949)  -0.38
C (-1.4619, -1.0060, -0.0873)  -0.05
C (1.6158, 1.2543, -0.0301)  -0.91
C (1.9191, -0.2757, -0.0112)  0.35
H (0.8789, 1.7128, -0.7752)  0.29
H (-2.8135, 0.5999, 0.3144)  0.27
H (-1.4034, -2.0185, -0.2011)  0.40
H (2.4834, 1.8305, -0.2620)  0.35
H (-3.4984, -0.9842, -0.3332)  0.25
H (1.1670, 1.5200, 0.9334)  0.30

---

Entry 5:
Below is a 3-piece molecular cluster, C3H8FN4 overall in a non-equilibrium geometry, with properties calculated with ωB97M-V/def2-TZVPD.

E_LUMO, Eh: -0.167
Net charge: +1
Max |F|, eV/Å: 8.22
Relative energy (zero: lowest compared OMol25 entry of this formula, charge and spin), kcal/mol: 49.8
Gap between HOMO and LUMO, eV: 8.5
2S+1: 1
HOMO energy, eV: -13.0

Last column: Mulliken charge in e.
Element x y z (Å)
F (3.4904, 1.2697, -0.0202)  -0.38
N (-0.2231, 0.1477, 1.7995)  -0.57
N (-1.0379, 0.7424, 0.8986)  0.23
N (0.2254, -1.0014, 1.4731)  -0.16
N (-2.4010, 0.9518, -0.9304)  -0.31
C (-1.7038, 0.3255, -0.0564)  0.35
C (1.5110, -0.9808, -0.7416)  -0.46
C (0.9964, -2.0469, -0.8370)  -0.30
H (-3.1444, 0.5254, -1.5495)  0.28
H (-1.8254, -0.8113, -0.2487)  0.30
H (0.6277, -3.0487, -1.0124)  0.37
H (1.8994, 0.0365, -0.6235)  0.47
H (4.2304, 1.5464, -0.3896)  0.38
H (0.9769, -1.2984, 2.1266)  0.28
H (-1.1655, 1.6971, 1.1942)  0.28
H (-2.4566, 1.9451, -1.0827)  0.24

---

Entry 6:
Below is a 2-piece molecular cluster, C3H8O2 overall in a non-equilibrium geometry, with properties calculated with ωB97M-V/def2-TZVPD.

E_LUMO, Eh: 0.030
Max |F|, eV/Å: 3.72
Relative energy (zero: lowest compared OMol25 entry of this formula, charge and spin), kcal/mol: 26.3
Gap between HOMO and LUMO, eV: 10.8
SMILES: CCC=O.O
2S+1: 1
HOMO energy, eV: -10.0

Last column: Mulliken charge in e.
Element x y z (Å)
O (-0.3282, 4.6109, -3.0936)  -0.65
O (1.2077, 0.0250, 2.0327)  -0.50
C (1.3802, -0.8214, 1.1297)  0.10
C (-0.9364, -1.6377, 1.4246)  -1.03
C (0.2285, -1.4870, 0.4519)  -0.26
H (0.5043, -2.5130, 0.1411)  0.26
H (-0.1344, -0.9496, -0.4453)  0.24
H (-0.7289, 3.8416, -3.5583)  0.32
H (-1.6488, -2.3993, 1.0655)  0.34
H (-0.6018, -1.9187, 2.4374)  0.30
H (-1.4582, -0.6677, 1.4830)  0.25
H (0.1581, 5.0991, -3.7959)  0.33
H (2.3578, -1.1821, 0.7273)  0.30

---

Entry 7:
Below is C29H52BCl2IrN6O3S4Si as an isolated structure, with properties calculated with ωB97M-V/def2-TZVPD.

E_LUMO (spin up / spin down), Eh: 0.014 / -0.029
Max |F|, eV/Å: 0.61
Relative energy (zero: lowest compared OMol25 entry of this formula, charge and spin), kcal/mol: 13.2
Gap between HOMO and LUMO (spin up / spin down), eV: 6.0 / 6.7
2S+1: 5
HOMO energy (spin up / spin down), eV: -5.7 / -7.5

Last column: Mulliken charge in e.
Element x y z (Å)
Ir (0.9158, -0.7647, -0.3176)  1.32
Cl (3.0081, -2.9108, -0.8437)  -0.04
Cl (3.5829, -2.1563, -3.6261)  -0.20
S (3.3471, -0.4137, 2.4517)  0.80
S (0.7616, 1.3093, 1.6577)  0.15
S (-0.9719, -1.8235, 0.9638)  -0.08
S (-0.0803, 1.2402, -1.6340)  -0.07
Si (-0.8045, -3.5705, -2.1032)  0.49
O (4.8950, 0.2604, -1.8096)  -0.67
O (2.3811, -1.2242, 1.6020)  -0.47
O (2.7688, 0.1074, -1.1478)  -0.63
N (-1.5220, 2.4891, 0.7906)  0.17
N (-2.4498, 0.4450, -2.7915)  0.72
N (-2.5368, 0.5953, -0.6063)  0.79
N (-1.2964, -0.9336, 3.5726)  0.68
N (-2.1562, 0.3658, 2.0498)  0.28
N (0.1623, 3.8718, 0.7662)  0.55
C (4.3557, -1.6703, 3.2203)  -1.13
C (-1.4682, -0.7748, 2.2344)  -0.19
C (1.9679, 4.5728, -0.7169)  -1.49
C (-0.8454, 0.0927, -4.7027)  -1.42
C (0.3982, -1.2840, 5.2838)  -1.59
C (-1.7009, -2.6825, 5.2298)  -1.70
C (3.9863, -1.8752, -1.9138)  0.06
C (-3.7464, 0.0951, -1.0472)  -1.51
C (3.8698, -0.3658, -1.5959)  -0.01
C (0.1293, -1.9685, -2.0279)  1.69
C (-2.4119, 0.9375, 3.2800)  -1.48
C (2.5549, 3.8458, 1.5878)  -1.90
C (-1.7367, 0.7751, -1.6801)  -0.31
C (4.5838, 0.2321, 1.3495)  -0.94
C (-1.9294, 2.3217, -4.2778)  -1.65
C (1.5024, 4.5460, 0.7384)  1.53
C (-0.2025, 2.5953, 1.0707)  -0.49
C (0.2645, -4.9486, -1.4267)  -1.01
C (-1.9750, 3.6846, 0.2733)  -1.36
C (1.3209, 5.9630, 1.2902)  -1.84
C (-3.7035, 0.0009, -2.3871)  -0.36
C (-1.1353, -3.8983, -3.9221)  -1.18
C (-1.8848, 0.1435, 4.2226)  -0.31
C (0.1189, -3.0488, 3.5753)  -2.15
C (-2.4821, -3.6668, -1.2753)  -0.85
C (-0.9409, 4.5382, 0.2466)  -0.31
C (-3.2633, 0.4041, -5.1218)  -2.18
C (-0.6232, -1.9972, 4.3920)  1.51
C (-2.1027, 0.8063, -4.2138)  1.53
B (-2.4655, 1.2576, 0.8140)  0.28
H (-2.9994, 3.8192, -0.0274)  0.63
H (-1.5823, -4.8867, -4.0699)  0.38
H (1.1430, -5.1153, -2.0568)  0.28
H (-4.4503, -0.3514, -3.0701)  0.55
H (-3.4457, -0.6718, -5.0957)  0.40
H (0.8584, -2.6078, 2.9094)  0.41
H (5.0149, -2.1797, -1.7799)  0.42
H (-2.9892, 0.6669, -6.1427)  0.45
H (5.2910, 0.8052, 1.9513)  0.57
H (5.0809, -0.5864, 0.8284)  0.37
H (0.6268, -3.6931, 4.2975)  0.56
H (1.2573, 5.1017, -1.3546)  0.33
H (-3.5795, 1.6966, 1.0026)  -0.21
H (3.8107, -2.0734, 4.0715)  0.30
H (-2.2253, -1.9755, 5.8748)  0.37
H (0.7288, 6.6010, 0.6347)  0.43
H (2.9332, 5.0779, -0.7836)  0.49
H (-4.5431, -0.1384, -0.3633)  0.63
H (-2.8214, 2.8226, -3.8943)  0.35
H (-3.1093, -4.3648, -1.8387)  0.43
H (-0.2910, -5.8883, -1.3541)  0.34
H (0.6195, -4.6893, -0.4241)  0.19
H (1.0712, -0.6787, 4.6721)  0.27
H (-0.5530, -3.6621, 2.9800)  0.41
H (4.0770, 0.8664, 0.6258)  -0.15
H (-1.2415, -3.4445, 5.8615)  0.44
H (2.8042, 2.8673, 1.1939)  0.21
H (-4.1849, 0.9336, -4.8757)  0.49
H (2.0796, 3.5550, -1.0953)  0.20
H (-1.7840, 2.6200, -5.3171)  0.50
H (0.8465, 5.9345, 2.2726)  0.41
H (5.2977, -1.2307, 3.5481)  0.46
H (0.0254, 0.3371, -4.0987)  0.24
H (-0.8989, 5.5568, -0.0878)  0.51
H (-2.4013, -4.0280, -0.2482)  0.26
H (4.5205, -2.4440, 2.4693)  0.28
H (-1.8852, 0.2467, 5.2911)  0.59
H (-0.0676, -0.6341, 6.0251)  0.42
H (-0.2180, -3.8445, -4.5152)  0.32
H (-0.6577, 0.4133, -5.7295)  0.56
H (1.0795, -2.1408, -2.5434)  -0.10
H (-0.9829, -0.9875, -4.7029)  0.20
H (-1.0650, 2.6476, -3.6992)  0.31
H (3.4460, 4.4762, 1.5617)  0.62
H (-2.9853, -2.6971, -1.2415)  0.13
H (-1.8379, -3.1559, -4.3157)  0.21
H (2.3015, 6.4273, 1.3951)  0.46
H (-2.4313, -3.1669, 4.5798)  0.36
H (-0.3968, -1.2192, -2.6114)  -1.71
H (2.2356, 3.7273, 2.6237)  0.36
H (-2.9433, 1.8686, 3.3708)  0.59
H (0.9822, -2.0321, 5.8217)  0.46